ORCA calculation (ωB97M-V/def2-TZVPD) on 14 unconnected molecules or ions with the total composition C39H96F14N14O34S14.

Multiplicity: 1
E: -11839.998899 a.u.
LUMO level: -2.93 eV
Frontier orbital gap: 0.158 Ha
Charge: 0

```
211
Properties=species:S:1:pos:R:3:forces:R:3
C -0.8036 13.6293 7.6064 0.84 0.07 -0.17
C 0.3234 14.4470 6.9350 0.54 -0.05 0.70
N 1.6720 14.6920 7.8035 -1.30 -0.73 0.43
C 1.3370 15.4722 9.0970 -0.05 0.14 -0.76
C 2.2587 13.2573 8.2971 -0.42 0.97 -0.50
C 2.5112 12.2635 7.1588 0.01 0.68 0.34
C 2.7108 15.5229 6.9905 -0.86 0.20 -0.07
C 2.2004 16.8374 6.2438 1.30 -1.47 1.43
O 1.6339 16.4767 5.0545 -1.45 0.73 -1.60
C 1.2243 17.6281 4.2514 0.28 -0.19 0.10
H -1.7400 13.6344 7.0486 0.00 1.10 -0.14
H -0.9485 14.0100 8.6175 -0.38 -0.58 0.01
H -0.6444 12.5555 7.5075 0.69 -0.07 0.86
H -0.0010 15.4681 6.7345 0.07 -0.24 -0.35
H 0.6432 13.8936 6.0521 0.18 0.71 -0.14
H 0.6240 14.9406 9.7273 0.41 -0.31 -0.14
H 0.8782 16.4422 8.9056 -0.13 -0.14 -0.68
H 2.2446 15.7486 9.6337 0.13 -0.66 -0.02
H 1.5290 12.8611 9.0034 -0.11 0.32 -0.06
H 3.1444 13.5656 8.8526 0.10 -0.29 -0.10
H 3.3962 12.6069 6.6232 -0.31 -0.27 -0.53
H 1.6093 12.1411 6.5590 0.27 0.32 -0.38
H 2.6949 11.2390 7.4828 0.25 0.23 0.63
H 3.1620 14.8774 6.2368 -0.24 -0.11 0.04
H 3.4778 15.7736 7.7233 -0.03 0.11 -0.05
H 3.1108 17.4009 6.0396 0.30 0.27 0.31
H 1.5706 17.4346 6.9032 -0.31 0.15 0.01
H 2.0703 18.1633 3.8201 0.45 -0.33 0.02
H 0.7049 18.4008 4.8182 -0.29 -0.31 0.45
H 0.5893 17.3135 3.4232 0.10 -0.38 0.30
C 6.3366 8.2111 3.6138 -0.47 -1.06 0.17
C 6.3693 7.2179 2.4165 0.65 0.22 0.15
N 7.7331 6.4217 2.3088 2.00 -0.22 0.39
C 8.2757 5.8998 3.6814 -1.03 1.73 -0.42
C 7.7876 5.1882 1.3462 -2.41 -0.04 0.37
C 6.7629 4.0855 1.7285 0.64 -0.25 0.06
C 8.8349 7.4288 1.8814 -0.01 -0.75 -1.56
C 8.9414 7.6150 0.3386 -0.50 -0.04 0.59
O 7.7863 8.2699 -0.0992 -0.39 0.97 -0.64
C 7.7660 8.6192 -1.4808 0.17 0.43 -0.18
H 6.2092 7.6492 4.5391 0.42 0.06 0.16
H 5.4293 8.8150 3.5974 -0.09 -0.06 -0.57
H 7.1585 8.9220 3.6989 0.11 -0.29 -0.16
H 6.2355 7.7848 1.4952 0.46 -0.31 -0.13
H 5.5618 6.4867 2.4531 0.23 -0.04 0.37
H 9.1885 5.3285 3.5125 -0.62 -0.56 -0.08
H 7.4322 5.5021 4.2457 0.44 -0.70 -0.14
H 8.6050 6.7855 4.2247 -0.15 0.08 0.04
H 8.7948 4.7724 1.3174 0.03 0.45 0.14
H 7.4552 5.5364 0.3683 0.40 0.25 0.06
H 5.7265 4.4228 1.7200 0.15 0.14 0.39
H 7.0377 3.5243 2.6216 -0.27 0.53 0.44
H 6.7689 3.2638 1.0124 0.30 0.29 -0.56
H 9.8355 7.0864 2.1452 -0.25 -0.56 0.44
H 8.6679 8.3273 2.4754 -0.06 0.12 -0.58
H 8.9982 6.7006 -0.2520 0.26 -0.60 0.52
H 9.8969 8.0887 0.1134 -0.07 0.81 0.12
H 7.6338 7.7707 -2.1522 -0.04 -0.46 0.18
H 8.6696 9.1345 -1.8064 0.31 -0.01 0.28
H 6.9590 9.3215 -1.6894 -0.17 -0.17 0.43
C 9.2190 4.3177 -6.3767 0.29 0.27 1.00
C 8.6543 3.7701 -5.0451 1.65 0.77 -0.51
O 9.2054 3.7735 -3.9831 -1.49 -0.20 -1.59
N 7.3166 3.0758 -5.2177 -0.60 -1.87 1.78
H 6.5349 3.7124 -5.1565 -0.22 0.75 0.26
H 7.2052 2.6654 -6.1338 0.38 -0.13 -0.55
C 7.0319 1.9200 -4.1534 0.01 1.15 -1.03
H 9.4266 3.5290 -7.0999 0.19 -0.31 0.30
H 10.1253 4.8386 -6.0677 0.20 -0.31 -0.24
H 8.6675 5.0590 -6.9551 -0.74 -0.04 0.51
H 6.0195 1.5846 -4.3788 0.12 -0.06 0.13
H 7.0840 2.3780 -3.1657 0.19 -0.22 -0.18
H 7.7669 1.1376 -4.3423 -0.07 0.23 0.25
C -1.0850 3.8523 1.2206 -0.49 1.16 0.59
C 0.0117 4.7174 1.8849 2.41 -2.78 -2.88
O 1.1767 4.6432 1.5030 -3.52 1.31 2.08
N -0.4120 5.6640 2.9938 0.92 1.00 -0.85
H -1.3934 5.9025 3.0069 -0.60 -0.27 -0.63
H -0.2912 5.2328 3.8991 0.81 -0.46 0.74
C 0.3431 7.0174 2.9065 -0.50 -1.04 0.65
H -1.8538 4.5335 0.8557 -0.10 0.32 -0.15
H -1.6568 3.2176 1.8976 0.44 -0.12 0.38
H -0.7695 3.2687 0.3558 0.63 0.15 0.42
H 1.4088 6.7982 2.9717 -0.24 0.16 0.04
H -0.0583 7.5253 3.7835 0.49 0.44 -0.21
H 0.0637 7.4929 1.9663 0.08 -0.06 0.17
C 7.4749 13.0194 1.5603 -0.61 -1.22 -0.23
C 6.6988 14.0286 2.3236 -0.55 -1.68 3.39
O 6.1858 13.7956 3.4412 1.67 2.31 -4.94
N 6.8050 15.4543 1.7325 -1.43 1.01 0.07
H 7.2495 16.0764 2.3923 -0.17 0.03 1.13
H 7.4229 15.6484 0.9575 0.44 -1.24 -1.18
C 5.4310 16.1210 1.3957 0.85 -0.41 1.02
H 6.9932 12.0507 1.6932 -0.12 0.01 0.52
H 8.4349 12.9321 2.0691 0.31 0.13 -0.20
H 7.5619 13.0378 0.4740 0.21 1.05 0.06
H 4.9640 15.7289 0.4922 0.32 -0.29 0.18
H 5.6559 17.1821 1.2880 -0.22 -0.12 0.01
H 4.8949 15.8841 2.3147 -0.57 0.36 -0.39
C 12.9931 5.4959 6.9117 0.39 -1.55 -0.39
C 14.3511 5.2360 6.2555 2.40 1.36 3.35
O 15.4286 5.0047 6.8131 -3.86 0.40 -2.70
N 14.3084 5.6096 4.7781 2.98 -0.10 -0.25
H 13.7445 4.9058 4.3234 -0.30 -0.38 -0.68
H 13.8828 6.5191 4.6693 -0.64 0.49 0.08
C 15.7358 5.7569 4.1329 -0.75 -0.94 -0.30
H 12.2651 4.8931 6.3688 -0.21 -0.20 -0.06
H 12.5942 6.5089 6.8590 0.62 0.25 -0.01
H 13.0042 5.1057 7.9294 0.10 0.31 -0.04
H 15.6277 5.9794 3.0714 -0.43 0.50 0.23
H 16.2340 4.7875 4.1163 -0.16 0.05 0.65
H 16.3195 6.5088 4.6640 -0.39 -0.15 0.04
C 7.6292 -6.3758 -5.8944 -0.18 0.13 -0.12
C 7.0140 -5.0120 -5.4569 1.18 -0.64 1.13
C 7.8208 -4.3607 -4.2225 -0.90 -0.74 -0.65
C 7.3496 -4.9931 -2.8708 0.89 1.32 -0.99
N 8.4336 -4.8679 -1.7554 0.21 -0.71 -0.06
C 8.5840 -3.4131 -1.1713 -0.82 -0.21 0.10
C 7.7089 -3.4096 0.1159 0.53 0.04 -0.16
C 6.9510 -4.7186 0.1047 -1.41 0.83 0.02
C 7.8554 -5.6431 -0.5955 0.87 -0.78 1.34
C 9.8094 -5.3822 -2.1743 0.43 -1.55 0.09
C 9.7756 -6.8833 -2.5690 0.24 0.12 -0.60
C 11.0556 -7.5430 -3.1930 -0.59 0.73 0.56
H 7.1521 -6.8232 -6.7663 -0.24 0.55 -0.28
H 7.5217 -7.2095 -5.2005 0.22 0.32 0.62
H 8.6762 -6.2478 -6.1693 0.11 -0.08 0.18
H 5.9885 -5.1942 -5.1354 -0.17 0.38 -0.28
H 7.0765 -4.3574 -6.3263 -0.32 0.17 0.24
H 7.7509 -3.2729 -4.2165 -0.44 0.01 0.05
H 8.8776 -4.5348 -4.4250 0.00 -0.35 0.21
H 7.0146 -6.0073 -3.0885 0.87 -0.38 0.56
H 6.4468 -4.5464 -2.4543 0.24 0.52 -0.17
H 9.5880 -3.1829 -0.8150 0.28 -0.70 -0.65
H 8.3678 -2.7044 -1.9708 -0.39 -0.16 0.11
H 8.4408 -3.5024 0.9182 -0.18 0.38 0.26
H 7.1067 -2.5153 0.2769 0.04 -0.11 -0.17
H 6.7491 -5.0878 1.1101 -0.16 0.10 -0.08
H 6.0102 -4.6558 -0.4422 -0.23 0.21 0.29
H 8.6265 -5.8477 0.1472 0.67 -0.10 -0.46
H 7.3548 -6.5974 -0.7592 0.33 0.10 -1.05
H 10.4900 -5.3874 -1.3229 -0.38 0.69 0.38
H 10.2692 -4.7354 -2.9216 -0.43 0.01 -0.06
H 9.0014 -7.0355 -3.3211 -0.18 -0.03 0.09
H 9.5073 -7.4500 -1.6774 -0.14 -0.03 -0.04
H 11.4268 -6.9479 -4.0274 -0.12 -0.20 -0.19
H 10.7358 -8.5358 -3.5094 0.20 0.10 -0.27
H 11.8975 -7.6857 -2.5155 -0.18 0.18 0.26
N 8.8264 16.1856 -1.7314 1.73 -3.45 -1.56
S 9.2848 15.0400 -2.8625 2.10 -5.86 0.39
O 10.2916 15.4233 -3.8455 -2.19 0.08 1.23
O 8.2374 14.0455 -3.2155 2.34 2.59 0.93
F 10.2505 14.1460 -1.8455 -1.11 0.87 -0.34
S 8.2528 17.0880 -2.8309 -3.72 7.38 -3.57
O 7.1144 16.6068 -3.6377 2.89 -0.33 0.29
O 9.1329 18.1477 -3.3917 -1.54 -3.03 1.05
F 7.3694 17.9084 -1.8483 -0.70 1.64 2.03
N 2.1852 -2.2718 -0.0100 -1.25 -0.96 5.84
S 2.0459 -1.4217 1.4458 -0.75 -2.56 6.60
O 0.7525 -0.8277 1.7676 1.99 -0.30 -1.67
O 3.2627 -0.8855 2.0620 -1.96 -0.04 -2.10
F 1.9616 -2.7714 2.3383 -0.28 0.01 -0.67
S 2.6261 -1.0793 -0.7440 3.31 5.72 -8.41
O 3.9553 -0.4695 -0.5506 -1.84 -0.98 0.34
O 1.6097 -0.1935 -1.2676 -0.04 0.60 1.66
F 2.8473 -1.8638 -2.0772 1.07 -1.45 -1.86
N 1.2415 4.5041 6.6599 0.98 -4.20 -2.45
S 1.7341 5.3021 7.8049 -1.14 8.05 6.73
O 2.8401 6.1653 7.4349 -0.20 -0.94 0.91
O 1.5496 4.8080 9.1610 0.84 0.56 -2.03
F 0.5109 6.3858 7.7594 -0.30 0.21 -0.23
S 2.5257 3.4593 6.8103 1.66 -6.99 -3.11
O 2.6356 2.6303 8.0048 -0.47 2.15 -1.51
O 3.7542 3.7117 6.0802 -1.43 1.13 0.95
F 1.8583 2.3936 5.7688 -0.24 0.36 0.18
N 12.4373 2.5649 3.1408 -2.00 -2.11 5.12
S 12.6550 1.8190 1.8698 0.58 0.63 -9.74
O 11.4731 1.2809 1.1432 2.05 0.12 2.16
O 13.9482 1.2462 1.6282 -0.79 -0.32 0.49
F 12.7770 3.2371 1.0486 0.37 0.04 -0.36
S 11.8218 1.1946 3.9529 -1.57 -1.49 5.94
O 12.3614 -0.1504 3.7425 -0.69 2.42 -1.28
O 10.4239 1.2939 4.3633 1.97 0.41 -1.85
F 12.5407 1.4903 5.3703 0.10 0.69 -0.54
N 13.2716 9.5068 4.0966 -1.69 1.98 3.23
S 13.5114 10.2783 2.8202 -0.86 -1.08 -7.39
O 14.7024 11.0054 2.7303 1.42 1.55 0.03
O 12.3163 10.7532 2.1097 1.41 -0.02 1.43
F 13.8704 8.9983 1.9226 0.09 -0.79 -0.18
S 12.7161 10.9002 4.9286 1.18 -0.73 5.12
O 11.3116 11.1626 4.8479 0.65 0.25 -0.79
O 13.7121 11.9523 5.1716 -2.25 -1.75 -1.34
F 12.7892 10.1042 6.3301 -0.08 0.12 -0.11
N 0.8185 12.0353 -0.4013 0.73 3.27 3.04
S 2.3315 11.6980 -0.3832 1.71 -8.06 -2.62
O 2.6828 10.6671 0.5927 0.25 1.97 0.00
O 3.2978 12.5916 -0.8895 0.86 1.69 0.72
F 2.1951 10.6951 -1.6595 -0.02 0.17 -0.30
S 1.0460 13.3023 0.7029 -4.24 1.96 1.22
O 1.2001 14.5661 0.0388 0.62 -0.64 0.44
O 1.6828 13.1214 2.0141 -0.51 -0.29 -2.33
F -0.5357 13.3384 1.0924 0.75 -0.11 0.14
N 7.3006 5.8112 11.7934 -1.32 -0.01 -3.93
S 7.1731 5.4095 10.1906 -3.87 2.70 -2.57
O 6.1192 4.4552 9.9554 1.37 0.73 0.11
O 8.3214 5.4757 9.3041 -0.71 -0.57 1.30
F 6.4748 6.8653 9.8179 0.17 -0.90 0.06
S 8.4941 4.9078 12.0087 4.72 -3.50 4.86
O 9.7854 5.5425 11.8543 -0.70 -0.67 -0.28
O 8.3916 3.4662 11.6968 0.06 2.69 -0.02
F 8.2928 4.9356 13.6037 0.43 -0.38 0.36
```
Forces are in eV/Å.